No. 1
{
  "formula": "C25H38I2NP2Pd",
  "method": "the ωB97M-V functional and the def2-TZVPD basis",
  "elements": ["Pd", "C", "C", "C", "P", "C", "C", "C", "C", "C", "C", "C", "C", "C", "N", "C", "C", "C", "C", "C", "C", "P", "C", "C", "C", "C", "C", "C", "H", "H", "H", "H", "H", "H", "H", "H", "H", "H", "H", "H", "H", "H", "H", "H", "H", "H", "H", "H", "H", "H", "H", "H", "H", "H", "H", "H", "H", "H", "H", "H", "H", "H", "H", "H", "I", "C", "I", "H", "H"],
  "positions_angstrom": [[-0.169, 0.504, -1.442], [-0.130, -3.430, -0.799], [-0.764, -2.493, 0.226], [-1.466, -3.252, 1.348], [-1.707, -1.115, -0.609], [-3.045, -1.910, -1.641], [-2.509, -2.242, -3.034], [-3.813, -3.098, -1.062], [-2.646, -0.325, 0.744], [-4.025, -0.277, 0.848], [-4.665, 0.588, 1.736], [-3.889, 1.461, 2.485], [-2.504, 1.439, 2.414], [-1.825, 0.497, 1.595], [-0.509, 0.358, 1.409], [0.497, 0.983, 2.059], [0.456, 1.334, 3.434], [1.561, 1.822, 4.098], [2.769, 1.998, 3.433], [2.832, 1.674, 2.086], [1.735, 1.200, 1.369], [1.839, 0.836, -0.432], [2.822, -0.761, -0.472], [3.944, -0.984, 0.539], [3.296, -1.037, -1.898], [2.967, 2.120, -1.189], [2.199, 3.437, -1.140], [4.430, 2.354, -0.808], [0.614, -4.073, -0.319], [0.369, -2.862, -1.589], [-0.871, -4.083, -1.266], [0.034, -1.905, 0.687], [-2.217, -3.947, 0.970], [-1.952, -2.564, 2.040], [-0.732, -3.836, 1.913], [-3.747, -1.077, -1.765], [-1.828, -3.095, -3.004], [-1.962, -1.394, -3.449], [-3.330, -2.497, -3.713], [-3.186, -3.991, -1.034], [-4.681, -3.332, -1.688], [-4.166, -2.906, -0.050], [-4.635, -0.903, 0.209], [-5.745, 0.609, 1.802], [-4.372, 2.186, 3.132], [-1.933, 2.155, 2.988], [-0.458, 1.155, 3.982], [1.486, 2.057, 5.155], [3.646, 2.360, 3.954], [3.781, 1.775, 1.583], [2.030, -1.483, -0.244], [4.783, -0.305, 0.380], [4.330, -2.004, 0.442], [3.593, -0.852, 1.562], [4.120, -0.373, -2.173], [2.478, -0.886, -2.607], [3.655, -2.065, -1.993], [2.957, 1.772, -2.229], [2.120, 3.794, -0.108], [1.186, 3.309, -1.524], [2.710, 4.209, -1.724], [4.519, 2.896, 0.133], [4.902, 2.973, -1.578], [5.002, 1.430, -0.732], [-0.994, 1.971, -3.843], [-2.131, 3.420, -2.776], [-2.366, 2.834, -0.754], [-3.105, 3.492, -3.242], [-1.590, 4.356, -2.824]],
  "atomic_forces_ev_per_a": [[-0.278, -0.258, -0.181], [0.009, 0.016, 0.023], [0.027, 0.022, -0.029], [0.020, 0.004, -0.017], [0.137, 0.169, -0.039], [-0.053, -0.018, 0.056], [0.019, -0.010, -0.021], [0.023, 0.017, -0.018], [0.043, -0.017, 0.011], [0.012, 0.000, 0.016], [-0.044, -0.021, -0.040], [0.043, 0.027, 0.001], [-0.057, -0.008, 0.010], [-0.061, 0.034, 0.010], [0.074, -0.045, -0.138], [0.020, 0.043, 0.112], [0.015, -0.034, -0.034], [-0.018, 0.031, 0.033], [0.052, -0.001, 0.020], [-0.042, 0.013, -0.074], [-0.015, 0.056, 0.002], [0.151, -0.375, 0.199], [-0.004, 0.015, 0.037], [-0.029, 0.031, -0.010], [-0.036, 0.017, 0.021], [0.005, 0.057, -0.011], [0.024, 0.192, 0.020], [-0.031, -0.066, -0.010], [0.006, -0.005, 0.010], [-0.001, -0.006, -0.004], [-0.011, -0.023, 0.007], [-0.032, 0.014, 0.000], [-0.021, -0.001, 0.006], [-0.007, 0.000, 0.006], [-0.002, -0.010, 0.002], [0.022, 0.025, 0.007], [-0.013, 0.021, -0.023], [0.004, 0.006, -0.007], [-0.009, -0.005, 0.006], [0.017, -0.014, -0.005], [-0.004, -0.006, -0.005], [0.010, -0.059, 0.010], [-0.020, 0.050, -0.008], [-0.006, -0.006, -0.007], [0.014, 0.001, 0.012], [-0.024, 0.016, -0.018], [0.037, -0.031, 0.020], [-0.008, -0.011, 0.002], [0.002, 0.007, -0.005], [0.025, 0.019, -0.022], [0.019, -0.012, -0.010], [0.013, 0.005, 0.021], [-0.003, -0.006, -0.004], [0.008, 0.014, 0.004], [-0.001, 0.000, -0.018], [0.010, -0.002, -0.019], [0.001, -0.009, -0.002], [-0.027, 0.025, 0.004], [0.006, -0.005, -0.012], [-0.020, 0.014, -0.023], [-0.014, -0.006, -0.014], [0.021, 0.013, 0.018], [0.013, 0.003, 0.008], [0.009, 0.006, 0.001], [0.067, -0.040, -0.030], [0.034, -0.101, 0.060], [-0.103, 0.159, 0.102], [0.005, 0.046, -0.017], [-0.022, 0.022, -0.004]],
  "lumo_energy_ha": 0.08081,
  "total_charge": -1,
  "molar_mass_g_mol": 774.8,
  "e_tot_ha": -2436.217279
}

---

No. 2
{
  "formula": "C25H38MnN9O3S2",
  "method": "the ωB97M-V functional and the def2-TZVPD basis",
  "elements": ["Mn", "C", "C", "N", "C", "C", "N", "C", "C", "C", "N", "C", "C", "N", "C", "H", "H", "H", "H", "H", "H", "H", "H", "H", "H", "H", "H", "H", "H", "H", "H", "H", "H", "H", "H", "H", "H", "H", "H", "N", "C", "C", "C", "C", "C", "C", "S", "O", "O", "N", "C", "S", "C", "C", "N", "H", "H", "H", "H", "H", "H", "H", "H", "N", "C", "O", "C", "C", "C", "C", "N", "C", "H", "H", "H", "H", "H", "H"],
  "positions_angstrom": [[0.795, 0.563, 0.949], [0.619, 4.217, 0.681], [-0.097, 3.333, -0.344], [0.564, 2.070, -0.691], [1.797, 2.186, -1.470], [2.994, 2.244, -0.537], [2.843, 1.198, 0.488], [3.810, 0.074, 0.404], [4.186, -0.377, 1.807], [3.043, -0.986, 2.610], [1.830, -0.137, 2.719], [1.939, 0.975, 3.674], [0.660, 1.787, 3.603], [0.422, 2.270, 2.224], [1.143, 3.521, 1.943], [-0.098, 4.990, 0.965], [1.446, 4.753, 0.212], [-0.267, 3.943, -1.239], [-1.087, 3.064, 0.031], [-0.109, 1.501, -1.202], [1.787, 3.054, -2.139], [1.873, 1.293, -2.093], [3.056, 3.217, -0.052], [3.921, 2.116, -1.099], [3.054, 1.633, 1.379], [4.713, 0.401, -0.120], [3.370, -0.750, -0.150], [4.646, 0.460, 2.347], [4.959, -1.142, 1.730], [3.398, -1.237, 3.615], [2.735, -1.910, 2.126], [1.098, -0.748, 3.073], [2.810, 1.585, 3.424], [2.095, 0.620, 4.697], [0.696, 2.619, 4.314], [-0.176, 1.146, 3.884], [-0.573, 2.460, 2.140], [2.203, 3.293, 1.852], [1.065, 4.206, 2.793], [-1.453, -3.662, -5.318], [-0.789, -3.571, -4.109], [0.451, -2.926, -4.024], [1.078, -2.775, -2.802], [0.475, -3.253, -1.646], [-0.740, -3.923, -1.721], [-1.369, -4.079, -2.940], [1.221, -2.969, -0.080], [2.621, -2.737, -0.317], [0.819, -4.035, 0.800], [0.589, -1.573, 0.455], [-0.500, -1.592, 1.259], [-1.581, -2.862, 1.726], [-2.544, -1.706, 2.581], [-1.996, -0.479, 2.509], [-0.833, -0.415, 1.774], [-0.889, -3.582, -6.148], [-2.159, -4.376, -5.388], [0.924, -2.557, -4.926], [2.045, -2.292, -2.735], [-1.180, -4.341, -0.826], [-2.313, -4.607, -2.997], [-3.430, -2.005, 3.115], [-2.394, 0.414, 2.969], [-6.437, 0.589, -0.641], [-5.208, 1.074, -0.338], [-5.038, 1.982, 0.453], [-4.038, 0.446, -1.041], [-4.105, -0.347, -2.180], [-2.930, -0.842, -2.721], [-1.730, -0.529, -2.102], [-1.648, 0.229, -1.004], [-2.786, 0.703, -0.505], [-7.221, 0.972, -0.141], [-6.566, -0.265, -1.151], [-5.050, -0.564, -2.663], [-2.935, -1.460, -3.609], [-0.796, -0.906, -2.500], [-2.723, 1.318, 0.385]],
  "atomic_forces_ev_per_a": [[1.070, 0.826, 0.542], [0.072, -0.008, -0.057], [-0.041, -0.007, 0.028], [-0.257, -0.342, 0.093], [0.053, -0.029, -0.057], [-0.123, -0.141, -0.218], [0.124, -0.187, 0.311], [0.024, -0.015, -0.062], [-0.054, -0.017, 0.012], [0.021, 0.049, 0.020], [-0.143, -0.183, 0.048], [0.003, -0.017, -0.018], [0.030, 0.047, 0.014], [0.023, -0.195, 0.221], [-0.137, 0.086, -0.053], [-0.008, -0.011, 0.013], [-0.002, -0.018, -0.028], [0.001, -0.027, -0.021], [-0.010, 0.008, 0.005], [-0.062, 0.104, 0.029], [-0.051, 0.009, 0.002], [0.035, -0.014, 0.016], [-0.034, 0.022, -0.015], [0.006, -0.031, 0.000], [0.034, 0.116, -0.060], [0.014, 0.016, 0.032], [-0.011, 0.005, -0.039], [-0.018, 0.007, 0.003], [0.004, 0.001, 0.006], [0.015, -0.007, -0.016], [-0.020, -0.018, -0.014], [0.000, 0.008, 0.006], [-0.010, 0.019, -0.013], [0.025, -0.009, -0.003], [0.001, 0.005, -0.006], [-0.009, 0.006, -0.008], [0.015, -0.014, -0.007], [0.018, -0.009, -0.025], [-0.053, -0.002, 0.004], [-0.024, 0.005, 0.015], [0.012, 0.005, 0.041], [-0.021, -0.023, 0.021], [0.020, 0.069, -0.020], [-0.037, -0.026, 0.032], [-0.004, -0.020, 0.015], [0.021, 0.019, -0.059], [0.014, 0.009, -0.214], [-0.002, 0.024, 0.021], [-0.055, -0.019, 0.025], [0.022, 0.037, 0.129], [-0.069, 0.051, -0.116], [0.011, -0.051, -0.014], [-0.085, 0.004, 0.064], [0.098, 0.012, -0.072], [-0.238, 0.020, -0.282], [0.002, 0.006, -0.002], [0.009, -0.018, -0.008], [0.004, 0.003, 0.003], [-0.007, -0.009, -0.012], [-0.002, 0.007, -0.004], [0.002, 0.004, -0.002], [0.005, -0.005, -0.001], [-0.014, -0.019, 0.000], [0.016, 0.005, 0.005], [-0.026, -0.013, -0.021], [0.004, 0.005, 0.020], [-0.016, -0.040, -0.010], [-0.018, 0.012, -0.001], [-0.026, -0.031, 0.009], [-0.101, -0.019, 0.058], [-0.191, -0.019, -0.392], [0.085, -0.031, 0.118], [0.002, -0.002, -0.003], [0.000, 0.001, -0.001], [0.005, 0.010, 0.003], [0.011, 0.018, 0.004], [0.055, -0.024, -0.013], [-0.003, 0.012, -0.019]],
  "lumo_energy_ha": [-0.07000, -0.07020],
  "total_charge": 1,
  "molar_mass_g_mol": 631.7,
  "spin_multiplicity": 2,
  "e_tot_ha": -3641.212129,
  "s2": 0.87
}

---

No. 3
{
  "formula": "C25H38N6O6",
  "method": "the ωB97M-V functional and the def2-TZVPD basis",
  "elements": ["C", "O", "C", "O", "N", "C", "C", "C", "O", "N", "C", "C", "C", "C", "C", "C", "C", "C", "C", "N", "C", "C", "H", "H", "H", "H", "H", "H", "H", "H", "H", "H", "H", "H", "H", "H", "H", "H", "H", "C", "N", "C", "C", "O", "H", "H", "H", "H", "H", "H", "H", "C", "N", "C", "C", "O", "H", "H", "H", "H", "H", "H", "H", "C", "N", "C", "C", "O", "H", "H", "H", "H", "H", "H", "H"],
  "positions_angstrom": [[-6.377, 0.605, 2.610], [-5.367, -0.246, 2.064], [-4.131, 0.194, 2.227], [-3.850, 1.221, 2.773], [-3.185, -0.718, 1.656], [-2.081, 0.071, 1.071], [-1.270, -0.774, 0.098], [-0.060, 0.007, -0.366], [-0.166, 0.860, -1.189], [1.225, -0.308, 0.210], [1.271, 0.140, 1.575], [1.690, -0.751, 2.566], [1.709, -0.350, 3.897], [1.297, 0.935, 4.251], [0.896, 1.809, 3.246], [0.891, 1.442, 1.904], [-2.708, -1.575, 2.726], [-2.028, -1.092, 3.834], [-1.579, -1.949, 4.820], [-1.794, -3.270, 4.780], [-2.469, -3.717, 3.728], [-2.935, -2.940, 2.676], [-6.372, 0.567, 3.694], [-6.288, 1.621, 2.244], [-7.320, 0.200, 2.261], [-2.515, 0.898, 0.519], [-1.436, 0.469, 1.848], [-0.971, -1.727, 0.535], [-1.852, -0.986, -0.795], [1.335, -1.316, 0.196], [1.992, -1.755, 2.304], [2.035, -1.018, 4.680], [1.282, 1.261, 5.278], [0.562, 2.807, 3.494], [0.575, 2.113, 1.121], [-1.844, -0.031, 3.935], [-1.037, -1.564, 5.669], [-2.669, -4.781, 3.697], [-3.473, -3.369, 1.847], [1.131, 0.017, -3.840], [1.370, -1.107, -4.728], [2.405, -1.007, -5.750], [0.666, -2.245, -4.639], [0.821, -3.220, -5.354], [0.843, 0.895, -4.422], [2.036, 0.246, -3.276], [0.334, -0.219, -3.148], [1.957, -1.143, -6.734], [3.147, -1.785, -5.600], [2.887, -0.038, -5.700], [-0.092, -2.222, -3.835], [6.053, -2.633, -9.878], [5.289, -2.250, -8.708], [4.207, -3.111, -8.254], [5.550, -1.121, -8.024], [4.941, -0.754, -7.036], [5.397, -2.710, -10.747], [6.535, -3.599, -9.713], [6.819, -1.889, -10.083], [3.263, -2.567, -8.261], [4.395, -3.447, -7.234], [4.131, -3.974, -8.910], [6.389, -0.543, -8.447], [-1.491, 5.886, 4.922], [-1.660, 4.717, 5.762], [-2.999, 4.305, 6.147], [-0.614, 3.993, 6.199], [-0.697, 3.002, 6.898], [-1.903, 6.768, 5.417], [-2.006, 5.742, 3.970], [-0.434, 6.055, 4.728], [-3.094, 4.309, 7.234], [-3.195, 3.293, 5.792], [-3.727, 4.988, 5.716], [0.359, 4.383, 5.850]],
  "atomic_forces_ev_per_a": [[-0.585, -0.248, -0.056], [-0.179, -0.196, -0.083], [0.038, -0.418, -0.235], [0.178, 0.679, 0.144], [0.149, 0.438, 0.344], [-0.057, -0.293, -0.070], [0.183, -0.317, -0.155], [0.095, -0.536, 0.073], [-0.075, 0.837, -0.353], [-0.279, 0.199, 0.412], [0.255, -0.320, -0.161], [-0.113, 0.434, 0.296], [-0.093, 0.446, 0.023], [0.011, -0.111, -0.538], [-0.113, 0.169, -0.191], [0.260, -0.670, 0.386], [-0.057, -0.755, 0.077], [0.160, 0.726, -0.045], [-0.264, -0.538, -0.300], [0.032, 0.403, 0.011], [-0.125, -0.446, -0.198], [0.054, 0.391, 0.071], [0.196, 0.152, 0.121], [0.241, 0.150, 0.072], [-0.035, -0.137, -0.063], [-0.029, 0.176, 0.000], [0.015, 0.164, 0.074], [-0.001, 0.004, 0.230], [-0.226, -0.039, -0.019], [0.087, -0.050, 0.060], [0.014, -0.118, -0.092], [0.029, -0.199, -0.065], [-0.006, -0.031, 0.154], [0.023, 0.072, 0.126], [-0.010, 0.180, -0.009], [0.055, 0.096, 0.032], [0.070, 0.037, 0.132], [0.077, -0.111, 0.096], [-0.062, -0.113, -0.084], [0.281, -0.143, -0.406], [-0.025, 0.157, 0.043], [-0.341, -0.170, 0.183], [-0.054, -0.110, 0.003], [0.016, 0.035, 0.002], [-0.014, 0.059, 0.096], [-0.065, 0.077, 0.077], [-0.088, -0.035, 0.011], [0.087, 0.019, -0.043], [0.091, 0.019, -0.061], [0.014, 0.031, 0.053], [0.009, 0.014, -0.003], [-0.169, -0.069, 0.129], [0.044, -0.069, -0.117], [0.068, 0.159, 0.080], [0.047, 0.100, 0.066], [0.117, -0.039, -0.145], [0.063, -0.015, -0.049], [0.039, 0.004, -0.072], [0.000, 0.024, 0.020], [-0.040, -0.049, 0.020], [-0.053, -0.031, 0.002], [0.030, 0.002, -0.028], [-0.006, -0.013, -0.015], [-0.162, -0.128, 0.090], [-0.018, 0.115, -0.058], [0.122, -0.113, 0.043], [0.170, -0.086, -0.027], [-0.052, -0.009, -0.019], [0.030, 0.049, -0.060], [0.029, 0.068, -0.028], [0.020, -0.020, 0.016], [-0.049, -0.017, -0.006], [-0.054, 0.008, 0.013], [0.023, 0.027, -0.025], [-0.020, 0.042, -0.002]],
  "lumo_energy_ha": 0.02098,
  "total_charge": 0,
  "molar_mass_g_mol": 518.6,
  "e_tot_ha": -1755.396922
}

---

> What is the formula in the first record?

C25H38I2NP2Pd

---

> Number 3 is which compound?

C25H38N6O6